Model 1:
Formula: C4H3N3
Source: OMol25
Level of theory: ωB97M-V/def2-TZVPD

The value obtained for the orbital gap is 10.3 eV. As for the LUMO energy: 0.78 eV. The SMILES is C#Cc1cnn[nH]1.

Geometry as ORCA input:
```
! RIJCOSX wB97M-V def2-TZVPD def2/J DEFGRID3
* xyz 0 1
C -2.128 1.281 -0.242
C -1.067 0.717 -0.163
C 0.119 -0.044 0.002
C 0.287 -1.225 0.677
N 1.586 -1.599 0.574
N 2.242 -0.729 -0.121
N 1.341 0.249 -0.487
H -3.072 1.773 -0.307
H -0.465 -1.787 1.208
H 1.497 1.093 -1.041
*
```



Model 2:
Formula: C4H3N3
Source: OMol25
Level of theory: ωB97M-V/def2-TZVPD

The value obtained for the orbital gap is 9.9 eV. As for the LUMO energy: 0.22 eV. The SMILES is N#C/C=C\NC#N.

Geometry as ORCA input:
```
! RIJCOSX wB97M-V def2-TZVPD def2/J DEFGRID3
* xyz 0 1
N -3.091 -1.529 -0.162
C -1.987 -1.289 -0.063
C -0.557 -1.173 0.206
C 0.051 -0.012 0.046
N -0.695 1.143 -0.166
C -2.019 1.223 -0.027
N -3.064 1.585 0.216
H 0.087 -1.967 0.474
H 1.224 -0.013 0.169
H -0.251 2.017 -0.561
*
```



Model 3:
Formula: C4H3N3
Source: OMol25
Level of theory: ωB97M-V/def2-TZVPD

The value obtained for the orbital gap is 9.2 eV. As for the LUMO energy: -0.24 eV.

Geometry as ORCA input:
```
! RIJCOSX wB97M-V def2-TZVPD def2/J DEFGRID3
* xyz 0 1
N 2.709 0.252 0.560
C 1.620 0.123 0.147
C 0.845 -1.604 -0.311
N -0.300 -1.623 0.015
C -1.316 -0.692 0.122
C -0.868 0.556 -0.079
N 0.475 0.795 -0.385
H -2.319 -1.015 0.361
H -1.520 1.424 -0.009
H 0.722 1.772 -0.414
*
```



Which of them is least stable? Easy: model 3.



Model 1:
Formula: C4H3N3
Source: OMol25
Level of theory: ωB97M-V/def2-TZVPD

The value obtained for the orbital gap (spin up / spin down) is 8.7 / 8.7 eV. As for the LUMO energy (spin up / spin down): -0.86 / -0.86 eV. The SMILES is [H]/N=C/C=C1\C2=NN21.

Geometry as ORCA input:
```
! RIJCOSX wB97M-V def2-TZVPD def2/J DEFGRID3
* xyz 0 1
H -2.582 1.707 0.215
N -1.761 1.185 0.436
C -1.442 0.112 -0.136
C -0.169 -0.617 0.170
C 1.034 -0.159 0.349
C 1.993 0.786 -0.232
N 2.883 -0.087 -0.550
N 2.223 -0.748 0.486
H -2.000 -0.406 -0.805
H -0.180 -1.773 0.066
*
```



Model 2:
Formula: C4H3N3
Source: OMol25
Level of theory: ωB97M-V/def2-TZVPD

The value obtained for the orbital gap is 9.1 eV. As for the LUMO energy: -0.98 eV.

Geometry as ORCA input:
```
! RIJCOSX wB97M-V def2-TZVPD def2/J DEFGRID3
* xyz 0 1
C 1.629 -0.177 -0.240
C 1.724 -0.803 -1.383
C 0.180 0.045 -0.008
C -0.625 1.159 -0.047
N -1.888 0.791 0.283
N -1.916 -0.490 0.500
N -0.680 -0.948 0.330
H 2.402 0.178 0.433
H -0.351 2.179 -0.282
H -0.475 -1.935 0.415
*
```



Which of them is least stable? Easy: model 1.



Model 1:
Formula: C2H3N3O3
Source: OMol25
Level of theory: ωB97M-V/def2-TZVPD

The value obtained for the orbital gap is 10.6 eV. As for the LUMO energy: 0.38 eV. The SMILES is [H]/N=c1/nc(O)on1O.

Geometry as ORCA input:
```
! RIJCOSX wB97M-V def2-TZVPD def2/J DEFGRID3
* xyz 0 1
H -2.761 -0.756 0.037
N -1.875 -1.319 0.153
C -0.793 -0.750 -0.168
N 0.526 -1.157 0.036
C 1.210 -0.089 -0.097
O 2.557 0.000 0.282
O 0.591 0.993 -0.297
N -0.829 0.586 -0.628
O -1.404 1.379 0.422
H 2.788 -0.948 0.080
H -1.239 0.989 1.296
*
```



Model 2:
Formula: C2H3N3O3
Source: OMol25
Level of theory: ωB97M-V/def2-TZVPD

The value obtained for the orbital gap is 9.4 eV. As for the LUMO energy: -0.07 eV. The SMILES is [H]/N=c1/c(O)non1O.

Geometry as ORCA input:
```
! RIJCOSX wB97M-V def2-TZVPD def2/J DEFGRID3
* xyz 0 1
H -0.210 2.307 -0.599
N 0.440 1.528 -0.148
C 0.125 0.351 -0.153
C 1.096 -0.683 0.174
O 2.412 -0.358 0.352
N 0.490 -1.875 -0.066
O -0.916 -1.641 -0.135
N -1.098 -0.292 -0.350
O -1.975 0.183 0.619
H 2.515 0.523 -0.042
H -2.877 -0.042 0.346
*
```



Which of them is least stable? Easy: model 2.



Model 1:
Formula: C5H10N2
Source: OMol25
Level of theory: ωB97M-V/def2-TZVPD

The value obtained for the orbital gap is 11.3 eV. As for the LUMO energy: -9.47 eV. The SMILES is C=[N+](C)CC#[N+]C.

Geometry as ORCA input:
```
! RIJCOSX wB97M-V def2-TZVPD def2/J DEFGRID3
* xyz 2 1
C 1.091 -0.431 1.208
N 1.420 0.146 0.114
C 2.746 0.338 -0.318
C 0.379 0.584 -0.847
C -0.933 0.037 -0.461
N -2.000 -0.141 -0.034
C -3.332 -0.333 0.274
H 0.022 -0.671 1.353
H 1.779 -0.670 1.953
H 2.909 -0.388 -1.206
H 3.418 0.026 0.509
H 2.918 1.403 -0.619
H 0.672 -0.122 -1.736
H 0.178 1.572 -1.589
H -3.828 0.474 0.909
H -3.468 -1.244 1.091
H -3.971 -0.580 -0.601
*
```



Model 2:
Formula: C5H10N2
Source: OMol25
Level of theory: ωB97M-V/def2-TZVPD

The value obtained for the orbital gap is 9.2 eV. As for the LUMO energy: -11.37 eV.

Geometry as ORCA input:
```
! RIJCOSX wB97M-V def2-TZVPD def2/J DEFGRID3
* xyz 2 1
C -1.156 -0.760 -0.022
C -0.177 -1.231 0.896
C 0.494 0.884 -0.717
C -1.586 0.889 -1.809
C 1.884 -0.525 1.756
N -0.810 0.241 -0.781
N 0.852 -0.443 0.916
H -2.069 -1.307 -0.212
H -0.536 -1.827 1.739
H 1.211 0.584 -1.429
H 0.573 1.867 -0.225
H -1.550 0.278 -2.654
H -1.054 1.804 -1.998
H -2.678 0.984 -1.637
H 1.776 -1.259 2.613
H 1.865 0.418 2.317
H 2.959 -0.597 1.249
*
```



Which of them is least stable? Easy: model 2.